Record 1
C34H40N6O4Se2Y | wB97M-V/def2-TZVPD

Output
Total charge = -1
HOMO-LUMO gap = 0.2306 Eh
Energy relative to the best compared isomer or geometry (same formula, charge and spin) = 0.437 eV
Total energy = -6790.531723 Eh
Maximum force = 0.59 eV/Å
Highest occupied orbital energy = -4.31 eV

Each line ends with the Löwdin charge.
Element x y z (Å)
Y: 0.3364 0.2920 0.0116  1.091
C: 1.8760 3.6782 0.3807  -0.107
N: 1.5236 2.5919 1.3099  -0.215
C: 2.7884 2.1659 1.9505  -0.117
C: 0.5910 2.9879 2.3568  -0.225
C: 0.8846 4.0726 3.1770  -0.051
C: 0.0903 4.4113 4.2609  -0.112
C: -1.0072 3.6050 4.5485  -0.104
C: -1.3188 2.5328 3.7326  -0.041
C: -0.5713 2.2223 2.5750  -0.255
N: -0.9293 1.1978 1.7092  -0.088
C: -2.2927 0.9266 1.5209  -0.263
C: -3.2885 1.9140 1.5483  -0.056
C: -4.6116 1.6415 1.2333  -0.103
C: -4.9888 0.3568 0.8752  -0.111
C: -4.0261 -0.6439 0.8616  -0.035
C: -2.6967 -0.3821 1.1763  -0.208
N: -1.6864 -1.3997 1.1747  -0.214
C: -1.2580 -1.6897 2.5602  -0.104
C: -2.0991 -2.6532 0.5605  -0.089
H: 2.4726 4.4544 0.8772  0.082
H: 0.9929 4.1434 -0.0407  0.060
H: 2.4687 3.2523 -0.4289  0.021
H: 3.2157 2.9881 2.5395  0.084
H: 3.4951 1.8902 1.1714  0.056
H: 2.6275 1.3074 2.5907  0.029
H: 1.7721 4.6606 2.9689  0.103
H: 0.3392 5.2640 4.8803  0.088
H: -1.6227 3.8103 5.4182  0.095
H: -2.1781 1.9149 3.9618  0.111
H: -3.0082 2.9274 1.8029  0.101
H: -5.3410 2.4448 1.2490  0.094
H: -6.0147 0.1271 0.6128  0.091
H: -4.3247 -1.6488 0.5944  0.097
H: -2.1102 -2.0851 3.1328  0.093
H: -0.8850 -0.7920 3.0402  0.066
H: -0.4545 -2.4201 2.5379  0.044
H: -2.8656 -3.1616 1.1606  0.094
H: -1.2310 -3.3043 0.4889  0.089
H: -2.4954 -2.4809 -0.4375  0.087
O: 0.5724 -4.5374 -1.1715  0.058
C: -0.4697 -4.5843 -2.0162  -0.273
C: -0.9331 -5.8508 -2.3742  -0.022
C: -2.0004 -5.9811 -3.2388  -0.101
C: -2.6320 -4.8531 -3.7624  -0.108
C: -2.1745 -3.5962 -3.4107  -0.041
C: -1.0939 -3.4327 -2.5399  -0.088
C: -0.6341 -2.0714 -2.1147  -0.452
O: 0.2439 -1.9651 -1.1943  -0.165
N: -1.2578 -1.0711 -2.7088  0.058
N: -1.0682 0.1277 -2.0894  -0.064
C: -1.3667 1.1348 -2.8050  -0.104
C: -1.4327 2.4728 -2.2190  -0.250
C: -1.9645 3.5248 -2.9587  -0.022
C: -2.1832 4.7404 -2.3375  -0.065
C: -1.8817 4.8639 -0.9907  -0.051
C: -1.3266 3.7728 -0.3420  -0.146
N: -1.0732 2.6086 -0.9365  0.109
H: 0.7800 -3.5797 -1.0287  0.063
H: -0.4335 -6.7175 -1.9573  0.113
H: -2.3493 -6.9724 -3.5074  0.095
H: -3.4736 -4.9588 -4.4360  0.090
H: -2.6439 -2.7014 -3.7975  0.102
H: -1.6668 0.9876 -3.8379  0.123
H: -2.2200 3.3673 -3.9994  0.110
H: -2.6028 5.5728 -2.8901  0.105
H: -2.0618 5.7826 -0.4472  0.105
H: -1.0674 3.8387 0.7069  0.098
O: 4.3506 -3.6461 -1.8165  -0.051
C: 5.0482 -2.5643 -1.1886  -0.222
C: 4.0438 -1.5304 -0.6751  -0.563
C: 4.8548 -0.4695 0.0616  -0.267
O: 5.4219 -0.9445 1.2879  -0.094
C: 3.0945 -2.2615 0.2875  -0.499
Se: 2.0857 -1.1829 1.6051  0.597
C: 3.3241 -0.9422 -1.9048  -0.518
Se: 2.4269 0.8246 -1.7765  0.491
H: 4.9932 -4.3043 -2.0897  0.079
H: 5.7168 -2.0758 -1.9088  0.120
H: 5.6464 -2.9156 -0.3440  0.122
H: 4.2062 0.3795 0.2412  0.028
H: 5.6811 -0.1313 -0.5715  0.131
H: 4.6747 -1.0166 1.9012  0.019
H: 3.6687 -2.9578 0.8925  0.058
H: 2.3843 -2.8471 -0.2809  0.025
H: 2.5781 -1.6496 -2.2521  0.044
H: 4.0466 -0.8065 -2.7076  0.047

Force components x, y, z for each atom (eV/Å):
-0.2460 -0.3944 -0.2330
0.0133 -0.0237 0.0680
-0.0200 -0.1667 0.0239
-0.0348 0.1212 -0.0765
0.1785 0.0638 -0.0226
0.0326 -0.0268 0.0105
-0.0626 -0.0435 -0.0090
0.0428 -0.0447 -0.0481
-0.0300 0.1019 -0.0547
-0.2049 -0.2342 -0.0560
-0.2582 0.3144 0.4302
0.1738 0.2288 0.1502
-0.0984 -0.0029 -0.0425
0.0597 -0.0023 -0.0233
0.0348 0.0506 0.0359
0.0090 -0.0684 -0.0652
-0.0539 0.0298 0.0029
0.1554 0.1895 0.2099
-0.1394 -0.0907 -0.0415
0.0509 -0.0114 -0.0387
0.0005 0.0177 0.0120
-0.0449 0.0072 -0.0050
0.0173 -0.0071 0.0009
0.0093 0.0164 -0.0306
-0.0460 -0.0247 -0.0059
-0.0499 -0.0170 0.0534
-0.0339 -0.0339 -0.0061
-0.0135 -0.0280 -0.0085
0.0199 -0.0163 -0.0372
-0.0024 0.0222 0.0063
0.0065 -0.0022 0.0168
0.0407 -0.0358 0.0060
0.0404 0.0107 0.0142
0.0290 0.0319 0.0038
0.0236 0.0022 -0.0182
0.0164 0.0884 -0.0033
0.0394 -0.0204 -0.0236
-0.0325 -0.0237 0.0114
0.0233 -0.0095 -0.0005
-0.0071 0.0114 -0.0131
0.0844 0.2439 0.0051
-0.0284 0.1313 -0.1122
-0.0916 -0.0749 -0.0631
-0.0714 0.0115 -0.0296
0.0237 -0.0168 0.0148
0.0872 -0.0068 0.0501
0.4522 -0.1510 0.0777
-0.3082 0.0502 -0.0316
-0.1365 0.5022 0.0502
-0.0577 -0.2492 0.0287
0.2869 -0.4100 0.0117
-0.1686 0.4121 -0.0072
-0.0456 -0.1023 0.0366
-0.0369 0.0789 -0.0824
-0.0240 0.0120 -0.0351
-0.0189 0.0210 -0.0401
0.0706 -0.1401 0.0073
0.0807 -0.0545 -0.1172
-0.1929 -0.1502 0.0694
-0.0090 0.0658 -0.0129
0.0030 0.0362 0.0023
0.0295 0.0054 0.0160
0.0129 -0.0292 0.0098
-0.0534 0.0287 -0.0519
0.0077 0.0176 0.0394
0.0125 -0.0236 0.0106
0.0089 -0.0465 -0.0225
0.0122 -0.0192 -0.0011
0.0876 0.1277 0.0637
-0.1278 -0.0854 -0.1220
-0.0825 -0.0680 0.0015
0.1552 -0.0765 0.1326
-0.0114 0.0902 -0.2686
-0.0926 0.1149 0.0162
0.2235 -0.3275 0.0936
-0.1177 0.1275 0.0913
0.2218 0.1395 -0.0791
0.0180 -0.0181 0.0141
0.0152 -0.0140 -0.0197
0.0168 -0.0882 0.0436
-0.0376 0.0842 0.0206
0.0407 -0.0049 0.0709
-0.0396 0.0239 0.0102
0.0653 -0.0535 0.0337
0.0354 -0.0196 -0.0459
-0.0028 -0.0810 -0.0370
0.0643 0.0066 -0.0357

Record 2
C34H40N8OPV | wB97M-V/def2-TZVPD

Output
Total charge = +2
HOMO-LUMO gap (alpha / beta) = 0.3145 / 0.3219 Eh
Energy relative to the best compared isomer or geometry (same formula, charge and spin) = 0.000 eV
<S²> = 2.013
Total energy = -3117.997916 Eh
Maximum force = 1.28 eV/Å
Highest occupied orbital energy (alpha / beta) = -13.49 / -13.88 eV
Multiplicity = 3

Each line ends with the Löwdin charge.
Element x y z (Å)
V: -0.3345 0.1716 0.0052  0.878
C: -2.6726 -0.7421 2.1423  -0.081
N: -1.1984 -0.7727 2.0721  -0.066
C: -0.5275 -0.1323 3.2177  -0.109
C: 0.7723 0.4520 2.7745  -0.327
N: 1.1391 0.4952 1.5113  0.054
C: 2.3629 1.2109 1.5056  -0.197
C: 3.2015 1.5912 0.4576  -0.016
C: 4.3465 2.2882 0.7820  -0.043
C: 4.6712 2.6020 2.1148  -0.049
C: 3.8476 2.2327 3.1574  0.008
C: 2.6928 1.5400 2.8105  -0.167
N: 1.6521 1.0390 3.5951  0.206
C: -3.1743 0.1964 1.0956  -0.305
N: -2.4170 0.5341 0.0812  0.037
C: -3.2171 1.3510 -0.7402  -0.197
C: -2.9272 1.9714 -1.9532  0.004
C: -3.9346 2.7112 -2.5350  -0.045
C: -5.2012 2.8316 -1.9328  -0.050
C: -5.4972 2.2125 -0.7364  0.008
C: -4.4704 1.4705 -0.1620  -0.162
N: -4.4084 0.7193 1.0180  0.202
H: -3.0348 -0.4695 3.1349  0.137
H: -3.0597 -1.7426 1.9394  0.143
H: -0.8931 -1.7374 2.0103  0.091
H: -0.3621 -0.8404 4.0325  0.132
H: -1.1708 0.6534 3.6171  0.131
H: 2.9673 1.3616 -0.5728  0.102
H: 5.0146 2.5994 -0.0098  0.118
H: 5.5831 3.1445 2.3248  0.118
H: 4.0905 2.4688 4.1849  0.123
H: 1.5866 1.0848 4.5994  0.183
H: -1.9591 1.8703 -2.4269  0.110
H: -3.7495 3.2072 -3.4780  0.117
H: -5.9627 3.4218 -2.4239  0.118
H: -6.4738 2.3010 -0.2796  0.123
H: -5.1575 0.5642 1.6733  0.181
O: 1.1528 2.7205 -2.8079  0.101
C: 0.7046 2.1904 -1.8153  -0.494
N: 0.5457 0.8498 -1.5818  -0.093
C: 0.7296 -0.0088 -2.7497  -0.128
C: -0.4938 -0.8778 -2.8836  -0.263
C: -0.8711 -1.5029 -4.0626  0.013
C: -2.0028 -2.2959 -4.0708  -0.016
C: -2.7346 -2.4475 -2.8978  -0.029
C: -2.2979 -1.7884 -1.7726  -0.126
N: -1.1980 -1.0221 -1.7540  0.006
C: 0.2003 3.0134 -0.6635  -0.177
C: 0.3270 4.3865 -0.6353  0.045
C: -0.2048 5.0694 0.4433  -0.003
C: -0.8503 4.3525 1.4437  -0.015
C: -0.9324 2.9811 1.3296  -0.094
N: -0.4102 2.3112 0.2945  0.027
H: 1.6089 -0.6514 -2.6453  0.112
H: 0.8885 0.5915 -3.6452  0.133
H: -0.2835 -1.3539 -4.9596  0.133
H: -2.3215 -2.7869 -4.9813  0.125
H: -3.6297 -3.0521 -2.8606  0.120
H: -2.8456 -1.8635 -0.8412  0.112
H: 0.8304 4.8762 -1.4576  0.137
H: -0.1283 6.1473 0.5051  0.127
H: -1.2922 4.8487 2.2964  0.120
H: -1.4490 2.3934 2.0799  0.110
C: 1.6920 -2.7743 2.7692  -0.119
C: 1.3280 -3.4141 1.4307  -0.383
P: 1.1750 -2.2913 -0.0187  0.968
C: 0.8095 -3.4653 -1.3806  -0.386
C: 1.2973 -4.9100 -1.2590  -0.125
C: 2.9099 -1.7418 -0.2566  -0.392
C: 3.9195 -2.7565 -0.7879  -0.116
H: 2.0204 -3.5366 3.4750  0.090
H: 0.8386 -2.2783 3.2330  0.036
H: 2.4993 -2.0445 2.6847  0.069
H: 0.3991 -3.9860 1.5161  0.088
H: 2.0899 -4.1464 1.1579  0.077
H: 1.2008 -3.0053 -2.2917  0.077
H: -0.2755 -3.4621 -1.5045  0.059
H: 2.3711 -4.9883 -1.1070  0.061
H: 1.0593 -5.4496 -2.1760  0.085
H: 0.8035 -5.4353 -0.4417  0.073
H: 3.2334 -1.3633 0.7173  0.067
H: 2.8858 -0.8602 -0.8983  0.047
H: 4.0425 -3.6057 -0.1145  0.073
H: 4.8975 -2.2865 -0.8934  0.084
H: 3.6366 -3.1402 -1.7682  0.072

Force components x, y, z for each atom (eV/Å):
-0.6542 -1.0555 0.3082
0.0769 -0.1121 0.0337
0.0512 0.1405 -0.1069
-0.0704 -0.1122 -0.0124
-0.1773 -0.1464 -0.2524
0.3929 0.5937 0.3168
-0.3274 -0.2809 -0.3341
-0.0237 0.0529 -0.0807
0.0360 0.0170 0.0806
-0.0429 -0.0294 -0.0770
0.0225 -0.0101 -0.0498
-0.0534 -0.0166 0.4408
0.2186 0.0829 0.0598
0.1433 -0.1350 0.0194
-0.2677 0.4726 0.0417
0.4686 -0.2623 -0.0007
0.0244 0.0213 -0.0328
-0.0788 0.0060 0.0462
0.0694 0.0180 -0.0609
0.0337 0.0068 -0.0080
-0.3020 -0.0966 0.3022
-0.1099 0.1009 -0.1460
0.0194 0.0273 0.0335
-0.0430 -0.0115 -0.0137
0.0759 0.0262 0.0164
-0.0493 0.0286 0.0895
0.0125 0.0821 -0.0562
-0.0186 -0.0008 0.0450
-0.0008 0.0078 0.0195
-0.0166 -0.0099 -0.0156
-0.0150 -0.0006 -0.0152
0.0056 0.0110 -0.0057
-0.0040 -0.0024 0.0277
-0.0225 0.0069 0.0050
0.0078 -0.0058 -0.0034
0.0217 -0.0094 0.0035
-0.0197 0.0271 -0.0219
0.0835 -0.0093 -0.2148
-0.0291 -0.2456 0.2948
0.5193 0.3615 -0.7983
-0.2007 0.0873 0.1220
0.0052 0.0397 0.2543
0.0589 0.0072 -0.0688
-0.0446 -0.0516 -0.0537
0.0247 -0.0068 -0.0875
0.1024 0.0962 0.1431
0.0142 0.1466 0.0033
0.0413 -0.3448 -0.0459
0.0127 0.1205 0.0274
0.0124 0.1038 -0.0119
0.0029 0.0155 0.0111
0.0200 -0.1643 -0.0890
-0.0758 0.3484 0.0505
0.0643 -0.0334 0.0095
-0.0089 0.0492 -0.0227
-0.0239 -0.0065 0.0139
0.0143 0.0139 0.0093
0.0187 0.0011 -0.0180
-0.0016 -0.0052 0.0063
-0.0098 0.0076 0.0153
-0.0008 -0.0221 -0.0007
0.0087 0.0068 -0.0121
0.0014 -0.0123 -0.0109
-0.0170 0.0042 0.0362
0.0281 -0.1147 0.0112
-0.0921 0.4086 0.0313
-0.0396 -0.1020 -0.1017
-0.0264 -0.0386 -0.0217
0.1224 -0.0183 0.0127
0.0151 -0.0355 0.0228
-0.0017 -0.0186 -0.0286
0.0426 -0.0341 -0.0341
-0.0081 -0.0186 -0.0357
-0.0132 0.0178 0.0162
0.0208 -0.0185 0.0391
0.0538 -0.0025 -0.0061
-0.0132 -0.0412 0.0050
0.0155 0.0360 0.0008
-0.0057 0.0081 0.0077
-0.0015 0.0186 -0.0063
-0.0004 0.0074 -0.0127
-0.0290 -0.0344 -0.0700
-0.0186 0.0104 -0.0049
-0.0159 0.0093 0.0141
-0.0088 0.0211 0.0018